No. 1
Molecular formula: C29H80AgN7O8
Method: DFT, the ωB97M-V functional and the def2-TZVPD basis

XYZ file:
```
125
Properties=species:S:1:pos:R:3
Ag -5.1504 15.6427 10.0049
C -4.0277 17.4875 7.0977
O -4.4118 16.8160 8.2767
H -2.9699 17.4012 6.8492
H -4.5353 17.3506 6.1429
H -4.1809 18.5661 7.1349
C -6.8816 14.7890 1.9426
C -6.4706 16.2669 2.2034
C -7.5360 17.3370 1.9275
O -7.9729 17.1521 0.5379
C -8.8458 18.2622 0.1255
N -5.9454 16.2969 3.4523
H -7.8201 14.5792 2.4557
H -6.1905 14.0483 2.3449
H -7.0599 14.7279 0.8690
H -5.7114 16.5576 1.4774
H -7.0644 18.2857 2.1838
H -8.4442 17.2327 2.5210
H -9.6702 18.3204 0.8363
H -9.3286 18.2071 -0.8502
H -8.1642 19.1118 0.0852
H -5.3557 15.4777 3.4883
H -5.5260 17.1300 3.8397
C -2.4707 21.4656 8.5912
C -3.8199 21.3376 9.3095
C -4.4141 22.7012 9.6086
O -3.6246 23.4763 10.5254
C -4.2987 24.5962 11.0634
N -4.6571 20.5303 8.4692
H -2.5388 22.0124 7.6507
H -2.0095 20.5213 8.3018
H -1.7614 21.9813 9.2386
H -3.6685 20.9084 10.3000
H -5.4442 22.6555 9.9619
H -4.4860 23.2539 8.6719
H -5.1229 24.2744 11.7000
H -4.6157 25.2723 10.2694
H -3.5898 25.0724 11.7407
H -4.2851 19.5943 8.3939
H -4.8275 20.6805 7.4851
C -8.4007 18.5953 5.8989
C -7.9879 19.6477 6.9400
C -9.0774 20.6408 7.4915
O -9.7442 21.3747 6.4425
C -10.6989 22.3422 6.9338
N -7.2207 18.9189 7.9692
H -7.5433 17.9809 5.6240
H -8.6669 19.1447 4.9959
H -9.1627 17.9947 6.3956
H -7.2389 20.1720 6.3465
H -8.7055 21.3198 8.2588
H -9.7351 19.8466 7.8446
H -11.3477 22.6595 6.1174
H -10.2840 23.2843 7.2922
H -11.4116 21.9201 7.6422
H -6.5166 19.6083 8.1906
H -6.7155 18.1839 7.4952
C -1.8853 18.9256 4.1835
C -1.8231 20.1935 3.3009
C -0.4815 20.9405 3.2417
O -0.0402 21.4515 4.5131
C 1.2710 21.9689 4.5451
N -2.2053 19.8670 1.9466
H -1.2803 18.1486 3.7163
H -2.9402 18.6512 4.1906
H -1.7479 18.8745 5.2636
H -2.6006 20.8331 3.7184
H -0.5298 21.8223 2.6028
H 0.3110 20.4004 2.7238
H 1.3035 22.6065 5.4285
H 1.6662 22.5027 3.6808
H 1.8890 21.0765 4.6448
H -1.5053 19.9427 1.2225
H -2.5056 18.9124 1.8103
C -3.2329 13.5064 7.8033
C -3.0102 13.2126 9.3420
C -1.7227 12.5618 9.6658
O -1.5914 12.4773 11.0923
C -0.3324 12.0823 11.4989
N -3.2067 14.3687 10.0967
H -2.3000 13.8243 7.3378
H -3.8691 14.3748 7.6325
H -3.6751 12.6603 7.2774
H -3.8007 12.5406 9.6762
H -0.8507 12.9553 9.1432
H -1.8147 11.6129 9.1374
H -0.0863 11.0889 11.1238
H -0.3176 11.7531 12.5379
H 0.5213 12.6584 11.1421
H -2.9040 14.1010 11.0223
H -2.4042 14.9133 9.8149
C -6.7047 19.3745 11.6207
C -5.8219 18.2111 11.1576
C -4.7980 17.7984 12.2732
O -3.8368 16.8571 11.7448
C -2.7280 16.7028 12.6540
N -6.6614 17.0333 10.8109
H -7.6078 19.3395 11.0114
H -6.3147 20.3857 11.5042
H -7.2738 19.2806 12.5455
H -5.2821 18.5010 10.2561
H -5.2663 17.2297 13.0766
H -4.3379 18.7310 12.5996
H -2.1274 17.6097 12.7243
H -2.2038 15.8406 12.2420
H -3.0200 16.3473 13.6422
H -7.0878 16.7392 11.6779
H -7.3973 17.4792 10.2819
C 0.9617 15.8029 9.6114
C -0.2674 16.6773 9.3187
C 0.1499 17.9967 8.6446
O 0.8304 17.8667 7.3270
C 1.0936 19.0912 6.6302
N -1.1995 15.8705 8.5312
H 1.8524 16.3076 9.9854
H 1.2535 15.3596 8.6593
H 0.7937 14.8995 10.1978
H -0.7964 16.8937 10.2467
H 0.6171 18.6405 9.3899
H -0.8504 18.3756 8.4351
H 0.4348 19.8850 6.9821
H 1.0544 19.0321 5.5425
H 2.1275 19.3582 6.8491
H -0.7581 15.7706 7.6283
H -2.1153 16.2765 8.4030
```

Properties
energy = -2284.5204 Ha
ΔE to the lowest compared entry with this formula, charge and spin = 13.61 kcal per mole
HOMO level (alpha / beta) = -10.751 / -10.751 eV
spin multiplicity = 2
expectation value of S² = 0.7547
Kohn-Sham gap (alpha / beta) = 8.82 / 5.12 eV
total charge = +1

No. 2
Molecular formula: C29H80HfN4O17S
Method: DFT, the ωB97M-V functional and the def2-TZVPD basis

XYZ file:
```
132
Properties=species:S:1:pos:R:3
Hf -1.6724 2.1594 0.5707
S 0.3126 -0.0081 0.6042
O 1.6116 0.4809 0.2154
O -0.7476 0.4209 -0.4086
O 0.2235 -1.3773 0.9343
O -0.2461 0.9039 1.7156
C -3.4213 -1.9896 -2.8221
O -2.5577 -1.0136 -2.2254
H -4.4544 -1.6732 -2.7978
H -3.0666 -2.2750 -3.8191
H -3.3123 -2.9438 -2.2870
H -1.6288 -1.3376 -2.2692
C -2.6445 -0.6312 2.2674
O -3.0402 0.4887 1.3694
H -2.3952 -1.4896 1.6424
H -1.7956 -0.3709 2.8802
H -3.4812 -0.9304 2.8987
H -3.9470 0.2798 1.1093
C 3.6324 -2.7059 0.8955
O 2.3435 -3.2079 1.2016
H 4.0178 -2.1365 1.7524
H 4.2946 -3.5511 0.7248
H 3.6377 -2.0860 -0.0098
H 1.7052 -2.4887 1.1473
C -3.9444 2.1635 -2.0326
O -3.0745 1.4179 -1.1453
H -4.0794 3.1844 -1.6724
H -3.5326 2.2223 -3.0395
H -4.9140 1.6771 -2.1126
H -2.9908 0.4886 -1.5404
C 3.7745 0.4432 -2.3640
O 3.4589 1.5105 -1.4668
H 3.6795 -0.5281 -1.8838
H 3.1600 0.5362 -3.2666
H 4.8047 0.5768 -2.6937
H 2.7936 1.1414 -0.8628
C 5.8087 -0.1826 3.3335
O 4.8316 0.8335 3.3573
C 3.5636 0.4089 2.9048
C 2.6435 1.6108 2.9387
N 2.6504 2.4036 1.6887
C 3.9491 3.0646 1.4016
C 4.1044 4.3220 2.1854
O 3.2532 5.3147 1.6447
C 3.5716 6.6151 2.0992
H 5.8461 -0.7063 2.3635
H 5.5278 -0.9824 4.0382
H 6.7884 0.2218 3.5454
H 3.2362 -0.4176 3.5568
H 3.5827 -0.0073 1.8793
H 2.8906 2.2184 3.8078
H 1.6153 1.2451 3.0485
H 2.5202 1.6561 1.0015
H 3.9349 3.3714 0.3506
H 4.8116 2.4127 1.5227
H 5.1480 4.6530 2.1162
H 3.9006 4.1727 3.2542
H 3.5712 6.7114 3.1949
H 2.7908 7.2971 1.7500
H 4.5285 6.9922 1.7265
C -2.8090 2.6436 3.7702
O -1.6928 2.8360 2.8490
C -0.5991 3.6110 3.4283
C -0.0277 4.4290 2.3094
N 0.1704 3.5458 1.1283
C 0.4572 4.4365 -0.0358
C 0.4912 3.6767 -1.3122
O -0.5754 2.6980 -1.4079
C -0.4293 1.9374 -2.6417
H -2.5242 2.0115 4.6099
H -3.5957 2.1716 3.1892
H -3.1464 3.6053 4.1530
H 0.0940 2.8655 3.8263
H -0.9211 4.2768 4.2278
H 0.9109 4.8959 2.6084
H -0.7766 5.1974 2.0841
H 1.1683 3.1584 1.3618
H 1.4334 4.9195 0.0633
H -0.2845 5.2456 -0.0930
H 1.4480 3.1421 -1.4090
H 0.4590 4.3118 -2.2014
H -0.7351 2.5550 -3.4804
H -1.0068 1.0292 -2.5602
H 0.6189 1.6433 -2.7183
C 1.5155 -4.2185 4.6407
O 0.5206 -4.3834 3.6637
C -0.5440 -3.5252 3.8452
C -1.6227 -3.8747 2.8703
N -1.1766 -3.8651 1.5094
C -2.1932 -4.2244 0.5722
C -2.4280 -5.7137 0.5002
O -1.2589 -6.3437 0.1062
C -1.4366 -7.7245 -0.0540
H 2.1101 -3.3244 4.3905
H 2.1947 -5.0653 4.6122
H 1.0855 -4.1213 5.6437
H -0.2576 -2.4541 3.7599
H -0.9300 -3.6494 4.8719
H -2.4629 -3.1403 3.0001
H -2.0728 -4.8056 3.2205
H -0.6932 -3.0087 1.2677
H -1.9430 -3.9045 -0.4421
H -3.1852 -3.8051 0.8628
H -3.2528 -5.9055 -0.2050
H -2.7216 -6.0975 1.4902
H -2.2156 -7.9385 -0.7959
H -1.6932 -8.1978 0.9028
H -0.4942 -8.1460 -0.3927
C -5.1805 0.0653 -5.2226
O -4.2255 0.8955 -4.5885
C -3.2354 1.4047 -5.4310
C -2.2657 0.3817 -5.9739
N -1.3541 -0.0505 -4.9311
C -0.4031 -1.0872 -5.3587
C 0.5276 -1.3935 -4.2040
O -0.2039 -1.9500 -3.1141
C 0.6471 -2.5998 -2.1575
H -4.7536 -0.8787 -5.5703
H -5.5795 0.5879 -6.1036
H -5.9880 -0.0994 -4.5185
H -2.6949 2.1794 -4.8849
H -3.6936 1.8782 -6.3173
H -1.6907 0.8331 -6.7824
H -2.8243 -0.4845 -6.3629
H -1.8430 -0.3501 -4.0953
H 0.2098 -0.6674 -6.1597
H -0.9089 -2.0023 -5.7038
H 0.9401 -0.4257 -3.8722
H 1.3893 -2.0014 -4.4945
H 1.5142 -1.9820 -1.8834
H 0.9949 -3.5547 -2.5453
H 0.0770 -2.6839 -1.2338
```

Properties
energy = -3096.6426 Ha
ΔE to the lowest compared entry with this formula, charge and spin = 0.00 kcal per mole
HOMO level = -12.003 eV
spin multiplicity = 1
Kohn-Sham gap = 4.56 eV
total charge = +2

No. 3
Molecular formula: C29H85IN22O11P
Method: DFT, the ωB97M-V functional and the def2-TZVPD basis

XYZ file:
```
149
Properties=species:S:1:pos:R:3
C 1.7880 1.9381 3.4112
C 1.8647 0.5938 2.6665
C 2.8160 0.6599 1.4645
C 2.3299 1.5695 0.3220
C 0.9782 1.1883 -0.3522
C 1.1245 1.1500 -1.8895
C 0.3462 0.0687 -2.6669
C 0.6969 -1.3716 -2.2466
C -0.5278 -2.3170 -2.0995
C -0.5494 -3.0922 -0.7745
C -1.9455 -3.4973 -0.2780
C -2.9811 -2.3547 -0.1774
C -3.6065 -2.1821 1.2129
C -2.9119 -1.1348 2.1162
C -3.7220 0.1683 2.2625
P -2.6456 1.7340 2.5316
C -2.9497 1.8117 4.4494
C -2.9185 0.5250 5.2757
C -1.6299 -0.2993 5.2208
I -0.0783 0.4700 6.5067
H 0.8522 2.0326 3.9664
H 1.8069 2.7841 2.7171
H 2.6317 2.0355 4.1047
H 0.8735 0.2884 2.3202
H 2.2072 -0.1657 3.3805
H 2.9530 -0.3435 1.0526
H 3.7840 1.0396 1.8149
H 3.0978 1.5213 -0.4608
H 2.2986 2.6147 0.6493
H 0.1986 1.8946 -0.0526
H 0.6503 0.2124 0.0195
H 0.8151 2.1172 -2.3115
H 2.1867 1.0040 -2.1254
H 0.6028 0.1948 -3.7253
H -0.7338 0.2275 -2.5752
H 1.3735 -1.7962 -2.9988
H 1.2744 -1.3660 -1.3162
H -0.4720 -3.0457 -2.9167
H -1.4374 -1.7353 -2.2600
H 0.0102 -2.5591 0.0034
H 0.0085 -4.0254 -0.9448
H -1.8538 -3.9751 0.7051
H -2.3151 -4.2803 -0.9500
H -2.5363 -1.4124 -0.5101
H -3.7831 -2.5765 -0.8893
H -3.5610 -3.1575 1.7181
H -4.6649 -1.9188 1.1212
H -1.9695 -0.8511 1.6245
H -2.7060 -1.5977 3.0847
H -4.5429 0.0586 2.9847
H -4.2004 0.3357 1.2856
H -3.8456 2.5968 2.2891
H -1.8239 2.9699 2.6388
H -1.4414 0.9236 2.7390
H -2.3543 1.7154 1.0797
H -2.1965 2.5033 4.8601
H -3.9222 2.2997 4.6082
H -3.0671 0.7916 6.3331
H -3.7372 -0.1612 5.0309
H -1.2095 -0.4244 4.2262
H -1.8220 -1.2929 5.6332
C 6.1293 -1.5217 2.0614
O 5.2833 -1.3905 1.1936
N 6.0702 -0.8587 3.2503
N 7.2220 -2.3346 1.8939
H 6.7683 -0.9369 3.9635
H 5.2815 -0.2540 3.4006
H 7.2944 -2.8376 1.0301
H 7.9426 -2.4407 2.5812
C -4.8484 -6.1064 -1.1912
O -4.6183 -5.0004 -1.6551
N -5.8518 -6.3184 -0.2829
N -4.1254 -7.2105 -1.5323
H -6.0549 -7.2129 0.1190
H -6.3791 -5.5196 0.0137
H -3.3761 -7.0902 -2.1930
H -4.2992 -8.1219 -1.1559
C 8.2722 0.9840 -0.4699
O 9.1263 0.9029 0.4049
N 7.2022 0.1446 -0.5576
N 8.2604 1.9489 -1.4357
H 6.5090 0.2223 -1.2783
H 7.0981 -0.5750 0.1311
H 8.9817 2.6427 -1.4254
H 7.5085 1.9740 -2.1127
C -3.9551 0.9152 -3.1764
O -3.2834 0.5783 -2.2218
N -5.0685 0.2179 -3.5762
N -3.6764 2.0288 -3.9178
H -5.6428 0.4885 -4.3524
H -5.3004 -0.6085 -3.0569
H -2.8770 2.5696 -3.6481
H -4.2387 2.3363 -4.6898
C 3.9046 2.6139 6.6375
O 3.7635 2.9198 5.4668
N 2.8470 2.3284 7.4517
N 5.1387 2.5422 7.2300
H 2.9392 2.0934 8.4209
H 1.9264 2.3684 7.0478
H 5.9323 2.7578 6.6578
H 5.2770 2.3046 8.1927
C -6.4988 4.3281 -2.9581
O -6.5360 4.0046 -4.1376
N -6.1940 3.4523 -1.9642
N -6.7617 5.6081 -2.5454
H -6.1523 3.6982 -0.9930
H -5.9894 2.5058 -2.2313
H -6.9899 6.2804 -3.2516
H -6.7312 5.8944 -1.5861
C 4.8499 2.6179 -3.0124
O 6.0156 2.2751 -3.2427
N 4.5489 3.5255 -2.0493
N 3.8175 2.0826 -3.7017
H 3.6101 3.7924 -1.8217
H 5.3079 3.9006 -1.5116
H 4.0353 1.4006 -4.4197
H 2.8585 2.3128 -3.5194
C -0.1541 -6.7080 -4.5274
O -1.0887 -7.4576 -4.2942
N 0.1089 -6.2461 -5.7878
N 0.7016 -6.2710 -3.5585
H 0.8628 -5.6226 -6.0025
H -0.5063 -6.5416 -6.5209
H 0.5338 -6.5831 -2.6209
H 1.4708 -5.6533 -3.7334
C 5.3794 1.4565 -6.7435
O 4.6346 0.6479 -6.2003
N 5.2516 1.7676 -8.0721
N 6.3564 2.1113 -6.0679
H 5.8405 2.4259 -8.5433
H 4.5273 1.3024 -8.5847
H 6.4650 1.8842 -5.0850
H 6.9430 2.8081 -6.4839
C 1.0145 6.0902 7.5290
O 1.9186 6.1405 8.3487
N 0.9251 5.1210 6.5784
N 0.0044 7.0192 7.5080
H 0.1874 5.0678 5.9008
H 1.6606 4.4393 6.5485
H 0.0369 7.7460 8.1957
H -0.7501 6.9985 6.8494
C -8.0005 -3.9057 -4.1090
O -8.7462 -3.5906 -5.0227
N -8.1533 -3.4225 -2.8365
N -6.9451 -4.7532 -4.2697
H -7.5291 -3.6512 -2.0853
H -8.9107 -2.7877 -2.6732
H -6.7766 -5.1127 -5.1890
H -6.3358 -5.0137 -3.5143
```

Properties
energy = -3827.6653 Ha
HOMO level = -3.562 eV
spin multiplicity = 1
Kohn-Sham gap = 5.45 eV
total charge = -1